Formula: C18H21I2NO2S3SbW
Source: OMol25
Level of theory: ωB97M-V with the def2-TZVPD basis set

The LUMO energy (alpha / beta) is -8.5 / -8.6 eV. As for the relative energy (zero: lowest compared OMol25 entry of this formula, charge and spin): 0.000 eV. The largest force on an atom comes out at 0.4 eV/Å.

ORCA input file:
```
! RIJCOSX wB97M-V def2-TZVPD def2/J DEFGRID3
* xyz 2 2
W 0.117 -0.904 1.244
C -2.738 0.177 2.442
N -1.478 0.708 1.861
C -1.853 1.555 0.680
C -0.865 1.647 2.844
C 0.542 1.894 2.424
C 1.227 3.068 2.670
C 2.552 3.182 2.268
C 3.188 2.129 1.617
C 2.500 0.958 1.352
C 1.153 0.834 1.744
H -3.380 1.015 2.719
H -2.517 -0.418 3.324
H -3.252 -0.436 1.706
H -2.534 2.334 1.025
H -2.352 0.963 -0.074
H -0.963 2.013 0.253
H -0.902 1.190 3.835
H -1.459 2.562 2.887
H 0.737 3.893 3.173
H 3.094 4.098 2.460
H 4.221 2.224 1.312
H 3.009 0.149 0.845
C -2.588 -1.618 -2.071
C -1.263 -1.543 -1.403
O -1.235 -0.919 -0.286
C -0.093 -2.131 -1.956
C -0.143 -2.898 -3.141
C 1.010 -3.368 -3.713
C 2.248 -3.061 -3.132
C 2.333 -2.304 -1.980
C 1.164 -1.859 -1.381
O 1.258 -1.104 -0.268
H -3.309 -0.996 -1.548
H -2.933 -2.656 -2.043
H -2.518 -1.317 -3.115
H -1.099 -3.120 -3.594
H 0.969 -3.965 -4.613
H 3.157 -3.423 -3.595
H 3.285 -2.056 -1.531
I -1.672 1.843 -3.487
C 0.250 2.739 -3.438
I 1.398 2.163 -1.752
H 0.110 3.811 -3.395
H 0.785 2.444 -4.331
S 0.369 -1.028 3.789
Sb 0.062 -3.417 3.473
S -1.456 -2.680 1.781
S 1.861 -2.374 2.118
*
```